1.
Formula: C14H36CrN4O4
Source: OMol25
Level of theory: ωB97M-V/def2-TZVPD

XYZ file:
```
59
C14H36CrN4O4 ωB97M-V/def2-TZVPD
Cr 0.180 0.643 -0.410
N 0.173 2.383 -1.670
C -1.143 2.802 -2.243
C -2.085 1.628 -2.079
N -1.844 1.026 -0.736
C -2.403 1.834 0.391
C -1.372 2.804 0.950
N -0.052 2.114 1.063
H 0.635 3.192 -1.259
H 0.802 2.111 -2.423
H -1.036 3.083 -3.290
H -1.502 3.685 -1.720
H -1.882 0.851 -2.815
H -3.131 1.922 -2.181
H -2.322 0.128 -0.728
H -2.710 1.124 1.159
H -3.302 2.364 0.071
H -1.697 3.182 1.920
H -1.237 3.673 0.313
H 0.030 1.694 1.984
H 0.695 2.805 1.035
C -0.714 -2.100 -1.791
O -0.158 -0.765 -1.937
C 0.564 -0.623 -3.186
C 2.016 -0.499 -2.831
O 2.034 0.590 -1.892
C 3.305 0.802 -1.256
C 3.296 -0.013 0.003
O 2.068 0.359 0.677
C 2.137 -0.120 2.043
H -1.305 -2.328 -2.677
H -1.345 -2.091 -0.910
H 0.091 -2.825 -1.677
H 0.201 0.282 -3.677
H 0.353 -1.468 -3.840
H 2.623 -0.250 -3.704
H 2.405 -1.410 -2.371
H 3.369 1.867 -1.031
H 4.126 0.541 -1.925
H 4.147 0.214 0.645
H 3.275 -1.090 -0.187
H 3.053 0.257 2.496
H 2.133 -1.211 2.057
H 1.287 0.257 2.600
C 0.024 -3.444 1.313
N -0.735 -2.557 2.201
C -1.302 -3.174 3.419
C -0.885 -1.276 1.947
C -1.563 -0.441 2.995
O -0.410 -0.773 0.868
H 0.448 -4.244 1.911
H 0.830 -2.890 0.836
H -0.629 -3.884 0.561
H -1.084 -4.236 3.390
H -2.383 -3.047 3.445
H -0.851 -2.748 4.313
H -2.576 -0.795 3.190
H -1.621 0.605 2.715
H -1.021 -0.521 3.939
```

Multiplicity: 2
E_LUMO (alpha / beta) (eV): -10.79 / -10.20
Energy relative to the best compared isomer or geometry (same formula, charge and spin) (kJ/mol): 62.68
Kohn-Sham gap (alpha / beta) (Eh): 0.3060 / 0.3238
Total charge: +3



2.
Formula: C14H37CdO13
Source: OMol25
Level of theory: ωB97M-V/def2-TZVPD

XYZ file:
```
65
C14H37CdO13 ωB97M-V/def2-TZVPD
Cd -1.793 0.024 -4.648
C -0.618 1.105 -0.689
C -0.498 0.082 -1.773
O -1.663 -0.034 -2.608
H 0.092 0.900 0.112
H -1.570 0.954 -0.182
H -0.537 2.148 -0.997
H -0.334 -0.772 -1.115
H 0.456 0.265 -2.267
C 0.576 2.743 3.585
C 1.329 1.506 3.367
O 0.299 0.727 2.711
C -0.857 1.245 3.104
O -1.920 0.733 2.990
O -0.715 2.413 3.682
H 0.777 3.435 2.767
H 0.795 3.190 4.555
H 1.821 1.355 4.327
H 2.158 1.750 2.703
C 2.231 3.339 -0.692
C 2.893 1.955 -0.892
O 3.111 1.714 -2.227
C 2.565 2.761 -2.851
O 2.448 2.836 -4.086
O 1.848 3.504 -1.996
H 3.022 4.068 -0.515
H 1.398 3.287 0.009
H 2.251 1.176 -0.481
H 3.840 2.010 -0.353
O -2.018 4.005 0.508
H -2.004 3.419 -0.249
H -2.610 3.581 1.129
O -0.599 -3.165 -3.186
H -1.032 -2.890 -3.995
H -0.628 -2.392 -2.623
O -3.033 2.752 -2.023
H -2.378 2.058 -2.102
H -2.746 3.424 -2.641
C -4.540 -1.112 -0.062
C -3.413 -1.735 0.648
O -2.481 -2.210 -0.346
H -5.173 -0.509 0.589
H -5.004 -1.923 -0.623
H -4.165 -0.301 -0.686
H -3.686 -2.533 1.338
H -2.838 -1.023 1.240
H -2.303 -1.385 -0.804
C 0.824 -2.899 3.136
C -0.358 -2.559 2.240
O -0.660 -3.667 1.414
H 1.661 -3.338 2.593
H 0.505 -3.632 3.876
H 1.048 -2.044 3.775
H -0.059 -1.669 1.686
H -1.252 -2.361 2.831
H -1.312 -3.484 0.733
C 3.475 -2.294 -2.436
C 2.543 -2.579 -1.243
O 3.284 -2.700 0.018
H 3.435 -3.220 -3.010
H 4.521 -2.053 -2.245
H 3.168 -1.544 -3.166
H 1.959 -3.468 -1.485
H 1.749 -1.860 -1.042
H 2.715 -3.108 0.675
```

Multiplicity: 2
E_LUMO (alpha / beta) (eV): -0.03 / -2.49
Kohn-Sham gap (alpha / beta) (Eh): 0.3267 / 0.2661
Total charge: 0



3.
Formula: C14H37N3O5V
Source: OMol25
Level of theory: ωB97M-V/def2-TZVPD

XYZ file:
```
60
C14H37N3O5V ωB97M-V/def2-TZVPD
V 0.599 -0.077 -0.466
O 1.329 -1.717 -2.007
C 2.724 -1.627 -1.638
C 3.446 -0.298 -1.219
O 2.731 0.540 -0.331
H 3.279 -2.180 -2.397
H 2.998 -2.285 -0.813
H 3.566 0.223 -2.169
H 4.470 -0.519 -0.916
C 2.807 -2.299 2.268
C 1.386 -2.276 1.785
C 0.365 -3.146 2.584
O -0.833 -3.397 1.841
C -1.664 -4.294 2.571
N 1.003 -0.887 1.567
H 3.248 -3.284 2.418
H 2.999 -1.664 3.133
H 3.475 -1.992 1.463
H 1.472 -2.724 0.795
H 0.060 -2.620 3.488
H 0.890 -4.065 2.846
H -1.916 -4.054 3.604
H -1.345 -5.332 2.662
H -2.619 -4.404 2.056
H 0.585 -0.562 2.427
H 1.874 -0.462 1.852
C 1.138 1.823 -3.877
C 0.553 2.327 -2.520
C -0.252 3.688 -2.678
O -0.823 3.843 -1.381
C -1.323 5.103 -1.132
N -0.383 1.292 -2.038
H 1.668 2.622 -4.396
H 0.365 1.492 -4.571
H 1.910 1.078 -3.682
H 1.345 2.437 -1.780
H -1.092 3.638 -3.372
H 0.485 4.427 -2.994
H -2.140 5.489 -1.741
H -0.540 5.860 -1.094
H -1.761 5.106 -0.134
H -1.034 1.282 -2.810
H -0.941 1.794 -1.363
C -3.690 -1.324 0.312
C -2.439 -0.366 0.080
C -2.016 0.526 1.258
O -0.845 1.277 0.944
C -0.520 2.374 1.867
N -1.319 -1.197 -0.261
H -3.735 -2.136 1.038
H -3.943 -1.780 -0.645
H -4.518 -0.717 0.678
H -2.624 0.192 -0.838
H -1.863 -0.079 2.152
H -2.776 1.134 1.748
H -0.870 2.190 2.882
H -0.912 3.318 1.490
H 0.567 2.442 1.891
H -1.502 -1.925 -0.937
H -1.101 -1.825 0.499
```

Multiplicity: 5
E_LUMO (alpha / beta) (eV): 2.64 / 2.67
Kohn-Sham gap (alpha / beta) (Eh): 0.0795 / 0.2423
Total charge: -1



4.
Formula: C14H38AgN3O7
Source: OMol25
Level of theory: ωB97M-V/def2-TZVPD

XYZ file:
```
63
C14H38AgN3O7 ωB97M-V/def2-TZVPD
Ag -0.196 1.018 -1.601
C -0.188 4.107 1.440
C -0.263 3.009 0.393
O -0.047 1.820 0.760
O -0.477 3.340 -0.798
H -1.135 4.181 1.984
H 0.005 5.078 0.988
H 0.591 3.882 2.169
O 0.316 2.036 -3.422
H 1.231 1.844 -3.674
O 0.049 -1.069 -1.947
H 1.007 -1.025 -1.819
C -4.664 2.283 -1.073
C -3.376 1.506 -0.825
C -3.696 0.174 -0.179
O -4.308 0.403 1.080
C -3.531 -0.019 2.175
N -2.566 1.278 -2.013
H -5.361 1.676 -1.662
H -4.482 3.207 -1.627
H -5.126 2.538 -0.118
H -2.804 2.053 -0.069
H -2.767 -0.404 -0.088
H -4.393 -0.407 -0.802
H -3.478 -1.116 2.233
H -4.026 0.343 3.077
H -2.521 0.397 2.131
H -2.532 2.166 -2.517
H -3.113 0.712 -2.666
C -0.184 -1.894 1.400
C -0.668 -3.322 1.196
C -1.024 -3.881 2.557
O -1.363 -5.234 2.451
C -1.542 -5.834 3.698
N -1.761 -3.426 0.247
H 0.834 -1.910 1.812
H -0.755 -1.383 2.185
H -0.147 -1.235 0.529
H 0.172 -3.923 0.829
H -1.847 -3.269 2.982
H -0.185 -3.726 3.262
H -2.281 -5.293 4.305
H -0.600 -5.861 4.271
H -1.867 -6.860 3.539
H -2.275 -4.288 0.425
H -2.443 -2.697 0.448
C 3.599 0.587 -3.081
C 3.683 0.559 -1.575
C 4.913 1.309 -1.081
O 6.090 0.694 -1.541
C 7.238 1.471 -1.344
N 2.449 1.144 -1.006
H 2.685 0.075 -3.405
H 4.410 0.031 -3.552
H 3.545 1.614 -3.443
H 3.793 -0.458 -1.189
H 4.901 1.331 0.028
H 4.863 2.378 -1.354
H 8.096 0.803 -1.253
H 7.170 2.084 -0.437
H 7.414 2.154 -2.187
H 2.502 1.115 0.010
H 2.439 2.134 -1.252
```

Multiplicity: 2
E_LUMO (alpha / beta) (eV): 2.71 / 2.71
Energy relative to the best compared isomer or geometry (same formula, charge and spin) (kJ/mol): 18.64
Kohn-Sham gap (alpha / beta) (Eh): 0.2725 / 0.2558
Total charge: -1



Among the records above, which one has the highest multiplicity?
C14H37N3O5V